A structure of composition C42H56KN5O2P2Si3 at a distorted geometry. Source: OMol25; level of theory: wB97M-V/def2-TZVPD.

```
111
Properties=species:S:1:pos:R:3:mulliken_charge:R:1
K -0.54 0.25 -0.18 1.21
O -0.47 -4.28 -1.77 -0.87
C -0.59 -3.29 -1.00 -0.81
N -1.08 -2.09 -1.19 0.50
C -1.93 -1.85 -2.29 0.03
C -2.91 -2.80 -2.63 -0.72
C -3.90 -2.55 -3.56 -0.70
C -3.94 -1.32 -4.20 -0.79
C -2.97 -0.38 -3.91 -0.68
C -1.95 -0.61 -2.97 -0.24
N -1.07 0.42 -2.60 0.86
C -0.64 1.27 -3.52 -0.52
O -0.71 1.26 -4.77 -0.88
C 0.06 2.51 -2.92 0.12
C 0.34 3.57 -3.78 -0.96
C 0.94 4.71 -3.27 -0.87
C 1.27 4.75 -1.92 -0.47
C 0.97 3.63 -1.14 -0.84
N 0.38 2.54 -1.63 2.13
C -0.17 -3.56 0.46 0.48
C 0.32 -4.83 0.78 -0.71
C 0.54 -5.17 2.10 -0.64
C 0.29 -4.22 3.08 -0.70
C -0.16 -2.97 2.68 -0.28
N -0.37 -2.64 1.41 0.72
H -2.86 -3.76 -2.13 0.41
H -4.65 -3.31 -3.77 0.34
H -4.71 -1.10 -4.93 0.34
H -2.97 0.57 -4.43 0.44
H 0.07 3.46 -4.82 0.53
H 1.15 5.55 -3.91 0.37
H 1.72 5.62 -1.46 0.48
H 1.19 3.61 -0.08 -0.19
H 0.47 -5.52 -0.04 0.49
H 0.89 -6.16 2.36 0.34
H 0.42 -4.44 4.14 0.40
H -0.34 -2.19 3.41 0.44
C 3.03 0.98 -2.73 -1.83
P 2.55 0.19 -1.15 1.68
C 2.52 -1.56 -1.73 -1.06
C 4.13 0.29 -0.18 -0.19
C 5.19 1.07 -0.63 -1.00
C 6.33 1.28 0.15 -0.72
C 6.42 0.70 1.40 -0.95
C 5.38 -0.10 1.86 -0.70
C 4.23 -0.30 1.10 -0.08
P 2.83 -1.34 1.69 1.78
C 3.54 -3.01 1.37 -1.39
C 3.02 -1.34 3.52 -1.40
H 3.93 0.54 -3.17 0.56
H 3.15 2.06 -2.61 0.35
H 2.20 0.82 -3.42 0.36
H 3.50 -1.90 -2.10 0.44
H 1.79 -1.61 -2.54 0.50
H 2.16 -2.23 -0.96 -0.21
H 5.14 1.54 -1.60 0.31
H 7.12 1.91 -0.23 0.38
H 7.30 0.86 2.02 0.38
H 5.46 -0.55 2.84 0.29
H 4.49 -3.14 1.88 0.49
H 3.68 -3.16 0.30 0.37
H 2.82 -3.76 1.73 0.37
H 4.02 -1.65 3.85 0.54
H 2.30 -2.07 3.90 0.36
H 2.78 -0.37 3.94 0.22
C -2.50 0.16 3.21 -0.85
Si -3.60 0.91 1.86 -0.14
C -3.87 -0.52 0.66 -0.38
C -5.28 1.16 2.72 -1.20
C -2.87 2.39 1.17 2.42
Si -3.81 3.27 -0.10 -0.20
C -2.80 4.15 -1.43 -0.56
C -5.00 2.22 -1.12 -1.12
C -4.97 4.60 0.63 -1.12
Si -1.97 3.41 2.29 -1.37
C -1.33 5.05 1.60 -1.09
C -2.89 3.90 3.87 -1.14
C -0.29 2.72 2.97 0.17
C 0.03 2.65 4.33 -0.45
C 1.33 2.36 4.73 -0.52
C 2.29 2.13 3.76 -1.04
C 1.89 2.16 2.44 -0.24
N 0.65 2.44 2.05 0.81
H -2.99 -0.71 3.65 0.54
H -2.27 0.87 4.02 0.27
H -1.54 -0.18 2.79 -0.14
H -4.55 -1.26 1.08 0.42
H -2.93 -1.05 0.45 -0.17
H -4.26 -0.21 -0.31 0.12
H -5.55 0.29 3.32 0.32
H -6.08 1.32 1.98 0.29
H -5.26 2.04 3.37 0.28
H -2.46 3.39 -2.15 -0.07
H -1.90 4.65 -1.05 0.17
H -3.41 4.88 -1.97 0.47
H -4.48 1.53 -1.79 0.14
H -5.58 2.92 -1.74 0.37
H -5.71 1.64 -0.52 0.28
H -4.44 5.40 1.15 0.29
H -5.65 4.13 1.34 0.27
H -5.57 5.06 -0.17 0.34
H -2.11 5.68 1.17 0.21
H -0.57 4.87 0.83 0.12
H -0.85 5.60 2.42 0.36
H -3.81 4.43 3.58 0.23
H -2.30 4.57 4.52 0.34
H -3.20 3.03 4.46 0.31
H -0.74 2.85 5.07 0.42
H 1.58 2.33 5.79 0.38
H 3.32 1.92 4.02 0.51
H 2.61 1.95 1.64 0.32
```

Properties
gap between HOMO and LUMO: 5.133 eV
E_HOMO: -1.43 eV
net charge: -2
largest force on an atom: 1.326 eV Å⁻¹